The following is a DFT calculation (the ωB97M-V functional and the def2-TZVPD basis) of a molecular structure, AgF2V at a distorted geometry.

Structure (XYZ):
```
4
Properties=species:S:1:pos:R:3:forces:R:3:mulliken_charge:R:1
Ag 12.889 8.630 -4.102 -12.8 -1.8 -0.4 1.568
V 14.997 9.804 -3.889 6.2 5.7 0.0 1.655
F 14.419 8.451 -4.931 5.3 -2.6 -6.5 -0.611
F 14.149 8.720 -2.793 1.3 -1.2 6.9 -0.612
```
Forces are in eV/Å.

The total energy is -1289.71652 Ha. The calculation puts the energy above the lowest of the compared OMol25 structures with the same formula, charge and spin at 0.0 kcal/mol. The calculation puts the LUMO energy (alpha / beta) at -12.04 / -14.91 eV. Its expectation value of S² is 6.006. Its HOMO-LUMO gap (alpha / beta) is 9.215 / 10.338 eV. The HOMO energy (alpha / beta) comes out at -21.3 / -25.3 eV. As for the spin multiplicity: 5. The charge is +2.